(A)
{
  "formula": "C11H15N",
  "method": "the ωB97M-V functional and the def2-TZVPD basis",
  "elements": ["C", "C", "C", "N", "C", "C", "C", "C", "C", "C", "H", "H", "H", "H", "H", "H", "H", "H", "H", "C", "C", "H", "H", "H", "H", "H", "H"],
  "positions_angstrom": [[1.49962, -1.87470, -1.57144], [1.54410, -1.10517, -0.28078], [2.58538, -0.88618, 0.56425], [2.13854, -0.28984, 1.71252], [0.77940, -0.11828, 1.63596], [-0.10531, 0.43384, 2.55570], [-1.43401, 0.48543, 2.20368], [-1.87316, 0.02604, 0.95036], [-0.96878, -0.46187, 0.02682], [0.35833, -0.65734, 0.39732], [0.77066, -2.68408, -1.57625], [2.43581, -2.38988, -1.76496], [1.28311, -1.15555, -2.36325], [3.62713, -1.12431, 0.39143], [2.65320, 0.15797, 2.45420], [0.30068, 0.82111, 3.48286], [-2.15382, 0.98023, 2.84826], [-2.93033, 0.09054, 0.72142], [-1.30571, -0.64145, -0.99340], [-1.34417, 1.42333, -3.16463], [-2.52870, 2.26666, -2.69209], [-0.51452, 1.48249, -2.45730], [-1.58617, 0.39070, -3.38769], [-0.85796, 1.82347, -4.06667], [-2.55837, 3.27974, -3.10323], [-2.45415, 2.41086, -1.61613], [-3.47738, 1.80487, -2.94180]],
  "orbital_gap_ev": 8.7665,
  "smiles": "Cc1c[nH]c2ccccc12.CC",
  "spin_multiplicity": 1
}

=====

(B)
{
  "formula": "C11H15N",
  "method": "the ωB97M-V functional and the def2-TZVPD basis",
  "elements": ["C", "C", "C", "N", "C", "C", "C", "C", "C", "C", "H", "H", "H", "H", "H", "H", "H", "H", "H", "C", "C", "H", "H", "H", "H", "H", "H"],
  "positions_angstrom": [[2.98020, 1.48925, 1.43847], [2.16821, 0.30719, 1.03223], [2.17742, -0.93202, 1.58852], [1.41924, -1.80566, 0.81261], [0.78299, -1.08497, -0.16888], [-0.29720, -1.36815, -1.01036], [-0.71063, -0.42974, -1.93804], [-0.20396, 0.87602, -1.85592], [0.77330, 1.22566, -0.95130], [1.24425, 0.24414, -0.07531], [2.44735, 2.21422, 2.05502], [3.24888, 2.04096, 0.55856], [3.89946, 1.26078, 1.97151], [2.70860, -1.37854, 2.40611], [1.06096, -2.68411, 1.14681], [-0.82876, -2.28318, -0.78186], [-1.44516, -0.78226, -2.65354], [-0.70647, 1.63646, -2.44505], [1.22224, 2.20276, -0.90604], [-3.47571, 0.22596, 0.05706], [-4.83904, 0.74394, 0.49521], [-3.04587, 0.88240, -0.70372], [-2.78438, 0.05673, 0.87431], [-3.63298, -0.70510, -0.49820], [-4.78743, 1.52598, 1.25561], [-5.47641, 0.93084, -0.36184], [-5.37005, -0.00607, 1.10106]],
  "orbital_gap_ev": 8.7965,
  "smiles": "Cc1c[nH]c2ccccc12.CC",
  "spin_multiplicity": 1
}

=====

(C)
{
  "formula": "C11H15N",
  "method": "the ωB97M-V functional and the def2-TZVPD basis",
  "elements": ["C", "C", "C", "N", "C", "C", "C", "C", "C", "C", "H", "H", "H", "H", "H", "H", "H", "H", "H", "C", "C", "H", "H", "H", "H", "H", "H"],
  "positions_angstrom": [[-0.30158, 2.38766, 0.64353], [0.05228, 1.19829, -0.20486], [0.93206, 0.31058, 0.44311], [1.18265, -0.76813, -0.38616], [0.48384, -0.60936, -1.57965], [0.61422, -1.48680, -2.66507], [0.11940, -1.01962, -3.86939], [-0.71086, 0.17075, -3.93505], [-0.86350, 0.86174, -2.79215], [-0.22790, 0.67864, -1.57540], [-1.33099, 2.18844, 0.94121], [-0.17591, 3.25496, -0.02891], [0.39273, 2.55593, 1.45630], [1.22498, 0.37141, 1.47723], [1.92909, -1.48985, -0.22032], [1.24724, -2.40387, -2.60849], [0.32514, -1.56691, -4.85006], [-1.10443, 0.63210, -4.80675], [-1.23908, 1.94991, -2.86666], [-0.64730, -1.45267, 3.04760], [0.07568, -0.44904, 3.86933], [-1.59595, -1.78389, 3.51171], [-0.98507, -0.94859, 2.11355], [-0.04230, -2.31602, 2.74364], [-0.71424, 0.18862, 4.39838], [0.50853, 0.42466, 3.21165], [0.85128, -0.87893, 4.53169]],
  "orbital_gap_ev": 8.6391,
  "smiles": "Cc1c[nH]c2ccccc12.CC",
  "spin_multiplicity": 1
}

=====

Stability verdict: (A), ahead by 0.0082 hartree

=====

(A)
{
  "formula": "CH2N3O3",
  "method": "the ωB97M-V functional and the def2-TZVPD basis",
  "elements": ["C", "N", "N", "N", "O", "O", "O", "H", "H"],
  "positions_angstrom": [[-0.23359, 2.67692, -1.69328], [-0.33199, 0.01251, -1.37335], [-0.33328, -0.22137, -0.17769], [0.86044, 1.63695, -1.17973], [-0.11901, 2.90326, -2.85167], [-0.92452, 3.11325, -0.78599], [1.02476, 1.67081, 0.08198], [-0.94943, -0.94752, 0.10069], [0.35758, 0.65214, 0.51992]],
  "orbital_gap_ev": 7.3675,
  "charge": -1,
  "spin_multiplicity": 1
}

=====

(B)
{
  "formula": "CH2N3O3",
  "method": "the ωB97M-V functional and the def2-TZVPD basis",
  "elements": ["O", "N", "C", "N", "O", "N", "O", "H", "H"],
  "positions_angstrom": [[2.61823, 1.39654, 2.27191], [2.46094, 0.89760, 1.05718], [1.31263, 0.79843, 0.34208], [0.96514, 0.45917, -0.94108], [-0.37382, -0.09772, -0.93330], [0.31504, 0.69024, 1.38965], [0.53679, 1.29828, 2.50404], [-0.58332, -0.07845, -1.87304], [0.02873, -0.29947, 1.49390]],
  "orbital_gap_ev": [6.6945, 6.6058],
  "smiles": "O=N/C(=N/O)N[O-]",
  "charge": -1,
  "spin_multiplicity": 1
}

=====

Stability verdict: (A), ahead by 0.1160 hartree